Entry from the OMol25 dataset: a cluster of 3 separate species, C27H23ClN4O5 in total in a non-equilibrium geometry (ωB97M-V/def2-TZVPD).

Output
* 2S+1: 1
* LUMO: -0.040 hartree
* Kohn-Sham gap: 8.2 eV
* energy above the lowest of the compared OMol25 structures with the same formula, charge and spin: 0.0 kcal/mol
* strongest force on any atom: 1.0 eV Å⁻¹
* SMILES: CCN1C(=O)c2c(Cl)cc(ON=O)c(COc3ccccc3)c2C1=O.c1ccncc1.c1ccncc1

The geometry in XYZ format:
```
60
C27H23ClN4O5 ωB97M-V/def2-TZVPD
C 3.5711 2.0858 3.3037
C 4.2323 1.9338 1.9394
N 3.2774 1.6801 0.8596
C 2.0955 2.4268 0.7879
O 1.9935 3.6112 0.8387
C 0.9898 1.4460 0.5610
C -0.3839 1.6083 0.4927
Cl -1.1220 3.1560 0.6855
C -1.1774 0.4933 0.2580
C -0.6073 -0.7661 0.1103
O -1.4253 -1.8519 -0.1305
N -2.2534 -2.1251 1.0632
O -3.3652 -1.9189 0.8470
C 0.7772 -0.9593 0.1712
C 1.4034 -2.3221 0.0163
O 1.0979 -2.9687 -1.2116
C 1.6036 -2.3067 -2.3124
C 0.8342 -1.3616 -2.9857
C 1.3329 -0.6929 -4.0958
C 2.6106 -0.9869 -4.5619
C 3.3695 -1.9447 -3.9008
C 2.8786 -2.5971 -2.7747
C 1.5358 0.1814 0.3871
C 3.0244 0.3490 0.4833
O 3.8844 -0.4430 0.2410
H 2.8654 1.2802 3.4931
H 3.1172 3.0609 3.4419
H 4.3543 2.0061 4.0550
H 4.8654 2.7919 1.7348
H 4.8876 1.0690 1.9720
H -2.2511 0.5894 0.2008
H 2.4793 -2.2496 0.1415
H 1.0242 -2.9583 0.8129
H -0.1554 -1.1636 -2.6016
H 0.7126 0.0450 -4.5784
H 2.9888 -0.4632 -5.4249
H 4.3555 -2.1870 -4.2658
H 3.5095 -3.3182 -2.2774
C -2.3968 6.2018 -3.9899
C -2.0750 5.2289 -3.0580
C -2.4200 5.4459 -1.7323
N -3.0432 6.5419 -1.3020
C -3.3437 7.4677 -2.2104
C -3.0460 7.3475 -3.5596
H -2.1452 6.0702 -5.0346
H -1.5661 4.3199 -3.3493
H -2.1862 4.7069 -0.9733
H -3.8487 8.3499 -1.8320
H -3.3163 8.1322 -4.2527
C -2.7295 -5.9228 2.8179
C -2.3645 -6.8883 3.7417
C -2.7652 -6.7234 5.0591
N -3.4802 -5.6861 5.4896
C -3.8216 -4.7667 4.5893
C -3.4752 -4.8374 3.2484
H -2.4374 -6.0148 1.7793
H -1.7822 -7.7514 3.4497
H -2.5027 -7.4573 5.8132
H -4.4021 -3.9323 4.9676
H -3.7830 -4.0617 2.5614
```

***

Entry from the OMol25 dataset: a structure of composition C27H23F3IN2O5PRhS in a non-equilibrium geometry (ωB97M-V/def2-TZVPD).

Output
* 2S+1: 1
* LUMO (alpha / beta): -0.186 / -0.188 hartree
* Kohn-Sham gap (alpha / beta): 6.2 / 6.2 eV
* charge: +1
* strongest force on any atom: 5.6 eV Å⁻¹

The geometry in XYZ format:
```
64
C27H23F3IN2O5PRhS ωB97M-V/def2-TZVPD
Rh -1.8260 0.4324 -0.2685
C -1.6917 4.9639 0.1315
C -1.7682 3.4872 0.2912
N -1.8656 2.6631 -0.6953
O -1.8633 3.1521 -1.9691
C -1.7186 2.8736 1.6060
C -2.2364 3.5236 2.8432
N -1.1969 1.6813 1.6576
O -0.9472 1.0074 2.6740
H -1.2762 5.2021 -0.8444
H -1.0852 5.4149 0.9111
H -2.6926 5.3888 0.1801
H -2.0057 2.3803 -2.5615
H -2.5170 4.5569 2.6706
H -1.4727 3.4462 3.6192
H -3.1045 2.9721 3.2099
I -2.5962 -1.3294 1.5198
C -0.9874 -2.5953 2.1779
C -1.4837 -3.5106 3.0887
C -0.6765 -4.4909 3.6602
C 0.6439 -4.5289 3.3114
C 1.1863 -3.5950 2.4017
C 2.5646 -3.7036 2.1258
C 3.1778 -2.8542 1.2514
C 2.4076 -1.8855 0.6181
C 1.0506 -1.7238 0.8479
P 0.4799 -0.3244 -0.2030
C 1.7418 0.9408 0.1857
C 2.5166 1.5500 -0.7998
C 3.4790 2.4793 -0.4474
C 3.6934 2.7984 0.8828
C 2.9312 2.1890 1.8680
C 1.9521 1.2760 1.5240
C 0.8346 -0.7928 -1.9228
C 0.5688 0.1910 -2.8791
C 0.6776 -0.0917 -4.2263
C 1.0339 -1.3670 -4.6358
C 1.3172 -2.3394 -3.6918
C 1.2199 -2.0622 -2.3389
C 0.3759 -2.5783 1.7715
H -2.5261 -3.4658 3.3718
H -1.0977 -5.1995 4.3557
H 1.2994 -5.2736 3.7396
H 3.1242 -4.4836 2.6194
H 4.2314 -2.9279 1.0402
H 2.8926 -1.2363 -0.0950
H 2.3898 1.2876 -1.8381
H 4.0739 2.9453 -1.2175
H 4.4549 3.5123 1.1568
H 3.1155 2.4243 2.9052
H 1.3528 0.8084 2.2923
H 0.2523 1.1773 -2.5618
H 0.4647 0.6736 -4.9563
H 1.0732 -1.6015 -5.6878
H 1.5957 -3.3312 -4.0110
H 1.4318 -2.8363 -1.6163
F -5.0813 -0.6148 -3.1393
C -4.2396 -0.9755 -2.1874
F -4.5879 -2.1657 -1.7175
F -4.3667 -0.0905 -1.1653
S -2.4280 -0.8982 -2.6898
O -2.2626 -1.4922 -3.9629
O -1.8056 -1.5837 -1.5582
O -2.1982 0.5502 -2.6223
```

***

Entry from the OMol25 dataset: a structure of composition C27H23F5IrN4O3PSTe (ωB97M-V/def2-TZVPD).

Output
* 2S+1: 5
* LUMO (alpha / beta): -0.016 / -0.071 hartree
* Kohn-Sham gap (alpha / beta): 7.3 / 6.8 eV
* energy above the lowest of the compared OMol25 structures with the same formula, charge and spin: 0.0 kcal/mol
* strongest force on any atom: 0.2 eV Å⁻¹
* ⟨S²⟩: 6.012

The geometry in XYZ format:
```
66
C27H23F5IrN4O3PSTe ωB97M-V/def2-TZVPD
Ir 1.8558 -0.3463 0.4602
C 2.1774 1.1248 4.7263
C 2.1711 0.9125 3.2527
N 2.2734 -0.2265 2.6844
N 2.4643 -1.3627 3.4000
C 2.8065 -2.3625 2.6410
N 3.0033 -3.5657 3.2195
S 3.0885 -2.2868 0.9014
C 2.0500 2.0610 2.3248
C 1.9491 3.3653 2.7709
C 1.8591 4.3917 1.8413
C 1.8800 4.0913 0.4930
C 1.9883 2.7631 0.1087
N 2.0681 1.7830 1.0080
H 2.2919 0.1726 5.2331
H 1.2279 1.5771 5.0195
H 2.9873 1.7949 5.0201
H 3.0037 -3.6139 4.2243
H 3.4291 -4.3048 2.6918
H 1.9292 3.5746 3.8299
H 1.7763 5.4177 2.1752
H 1.8219 4.8575 -0.2662
H 2.0144 2.4680 -0.9305
O -0.7181 1.2626 2.7974
C -0.7508 0.7529 1.6891
O -0.2122 -0.3695 1.3434
C -1.4360 1.4605 0.5400
C -1.9225 2.7418 0.7433
C -2.4900 3.4536 -0.3026
C -2.5681 2.8825 -1.5622
C -2.0956 1.5944 -1.7748
C -1.5315 0.8659 -0.7294
P -0.9398 -0.8193 -1.0614
C -1.4230 -1.1813 -2.7587
C -2.7386 -1.5180 -3.0778
C -3.0894 -1.7631 -4.3941
C -2.1274 -1.6794 -5.3954
C -0.8177 -1.3574 -5.0769
C -0.4586 -1.1059 -3.7581
C -1.8474 -2.0143 -0.0788
C -3.0943 -1.7338 0.4684
C -3.7663 -2.7138 1.1834
C -3.1940 -3.9668 1.3527
C -1.9477 -4.2429 0.8079
C -1.2725 -3.2691 0.0884
H -1.8334 3.1616 1.7367
H -2.8645 4.4557 -0.1373
H -2.9967 3.4361 -2.3872
H -2.1626 1.1629 -2.7637
H -3.4889 -1.5987 -2.2997
H -4.1101 -2.0265 -4.6390
H -2.4015 -1.8758 -6.4240
H -0.0647 -1.3061 -5.8525
H 0.5645 -0.8688 -3.4999
H -3.5348 -0.7501 0.3537
H -4.7340 -2.4955 1.6158
H -3.7191 -4.7280 1.9149
H -1.4968 -5.2170 0.9451
H -0.2935 -3.4740 -0.3288
F 2.8674 -1.1022 -3.1728
Te 3.5184 0.7241 -3.0618
F 1.6657 1.2371 -2.5637
F 5.3137 0.0866 -2.8362
F 4.0358 2.4132 -2.2426
F 3.4847 0.2402 -1.1785
O 0.5753 -1.0403 -1.0519
```

***

Entry from the OMol25 dataset: a cluster of 3 separate species, C27H23F5O2 in total (ωB97M-V/def2-TZVPD).

Output
* 2S+1: 1
* LUMO: -0.040 hartree
* Kohn-Sham gap: 8.2 eV
* strongest force on any atom: 0.4 eV Å⁻¹
* SMILES: O=C1C=CC(=O)c2c(CCCC(F)(F)C(F)(F)F)cccc21.c1ccccc1.c1ccccc1

The geometry in XYZ format:
```
57
C27H23F5O2 ωB97M-V/def2-TZVPD
O -4.6186 0.9834 -3.4177
C -4.1659 0.8037 -2.3112
C -4.6334 1.5774 -1.1282
C -4.5908 1.0184 0.0797
C -4.1041 -0.3880 0.2231
O -4.5692 -1.1225 1.0643
C -3.0494 -0.8006 -0.7567
C -2.0348 -1.7135 -0.4501
C -1.8820 -2.3643 0.9014
C -1.0115 -1.5728 1.8969
C -1.3181 -0.0732 1.9824
C -0.1256 0.7847 2.3483
F -0.5510 1.9515 2.9149
F 0.6937 0.1859 3.2550
C 0.7477 1.1921 1.1279
F 0.1846 2.2170 0.4807
F 0.8648 0.1691 0.2640
F 1.9769 1.5467 1.5126
C -1.0896 -1.9904 -1.4339
C -1.1518 -1.4052 -2.6894
C -2.1655 -0.5127 -2.9951
C -3.0994 -0.2032 -2.0232
H -5.0273 2.5751 -1.2725
H -4.9473 1.5151 0.9726
H -1.3918 -3.3267 0.7401
H -2.8480 -2.5872 1.3450
H 0.0449 -1.7256 1.6795
H -1.1812 -1.9952 2.8878
H -1.7023 0.3287 1.0442
H -2.0716 0.1300 2.7448
H -0.2880 -2.6819 -1.2035
H -0.3894 -1.6447 -3.4201
H -2.2308 -0.0516 -3.9714
C 1.8045 -0.9910 -5.6526
C 0.7682 -1.3733 -6.4936
C 0.8558 -2.5605 -7.2074
C 1.9807 -3.3637 -7.0814
C 3.0178 -2.9801 -6.2423
C 2.9296 -1.7943 -5.5265
H 1.7340 -0.0668 -5.0926
H -0.1078 -0.7449 -6.5943
H 0.0480 -2.8589 -7.8629
H 2.0491 -4.2897 -7.6376
H 3.8957 -3.6058 -6.1464
H 3.7374 -1.4956 -4.8709
C 3.9390 3.6221 7.1637
C 2.6275 3.2203 7.3763
C 1.9405 2.5390 6.3811
C 2.5637 2.2596 5.1727
C 3.8741 2.6649 4.9594
C 4.5621 3.3451 5.9547
H 4.4757 4.1513 7.9406
H 2.1405 3.4392 8.3180
H 0.9176 2.2253 6.5465
H 2.0290 1.7277 4.3994
H 4.3588 2.4504 4.0155
H 5.5842 3.6604 5.7882
```